Entry 1
A cluster of 3 separate species, C2H10O2S in total, computed with ωB97M-V/def2-TZVPD.

Geometry as ORCA input:
```
! RIJCOSX wB97M-V def2-TZVPD def2/J DEFGRID3
* xyz 0 1
C -1.993 1.197 -2.505
S -2.948 1.185 -0.897
C -1.681 0.265 0.047
H -1.141 1.939 -2.507
H -2.672 1.589 -3.272
H -1.765 0.182 -2.900
H -1.145 0.954 0.678
H -2.394 -0.244 0.801
H -1.124 -0.648 -0.368
O 2.930 0.150 2.159
H 2.910 0.382 1.204
H 3.913 0.141 2.329
O 2.233 -2.700 1.641
H 3.111 -2.488 1.905
H 1.767 -1.903 1.687
*
```

As for the LUMO energy: 0.3629 eV. As for the SMILES: CSC.O.O. The HOMO energy is -8.65 eV.

Atomic partial charges in e from the Mulliken method, atoms 1 to 8: -0.8209, -0.0571, -0.8149, 0.2697, 0.2988, 0.2767, 0.2867, 0.2775

Entry 2
A cluster of 3 separate species, C2H10O2S in total, computed with ωB97M-V/def2-TZVPD.

Geometry as ORCA input:
```
! RIJCOSX wB97M-V def2-TZVPD def2/J DEFGRID3
* xyz 0 1
C -0.106 1.290 1.045
C 1.229 0.668 1.755
S 2.604 0.440 0.555
H -0.360 2.228 1.497
H -0.886 0.627 1.142
H -0.013 1.566 0.024
H 1.608 1.259 2.589
H 1.075 -0.249 2.243
H 2.035 -0.121 -0.401
O -0.140 -2.485 -1.538
H -0.002 -1.728 -1.124
H -1.079 -2.584 -1.567
O -1.659 -0.075 -1.942
H -2.644 0.126 -1.851
H -1.661 -0.960 -2.428
*
```

As for the LUMO energy: 0.3630 eV. As for the SMILES: CCS.O.O. The HOMO energy is -8.89 eV.

Atomic partial charges in e from the Mulliken method, atoms 1 to 8: -1.0692, -0.4902, -0.1761, 0.3438, 0.3064, 0.3650, 0.3398, 0.3534

Question: which arrangement is favored energetically? Ranking from most to least stable: entry 1, entry 2.